{"formula": "C7H8ClN2O2S", "method": "wB97M-V/def2-TZVPD", "symbols": ["H", "C", "H", "C", "S", "H", "C", "N", "C", "H", "O", "O", "C", "C", "H", "C", "H", "H", "N", "H", "Cl"], "xyz": [[-1.012, 0.803, -4.383], [1.849, -0.498, 1.660], [-2.431, 1.067, -3.147], [0.818, 0.038, -0.381], [-1.729, -0.088, -0.984], [-1.033, 2.231, -3.271], [-0.426, -0.220, 0.149], [1.973, -0.178, 0.360], [-0.585, 0.573, -2.119], [-0.909, 1.078, 2.983], [-1.165, -1.883, 1.982], [-1.411, 0.318, 2.556], [-0.690, -0.616, 1.949], [-1.318, 1.145, -3.322], [1.576, 0.652, -2.349], [0.737, 0.461, -1.722], [0.961, -0.943, 3.286], [2.834, -0.424, -0.045], [0.745, -0.707, 2.388], [-2.082, -1.830, 1.931], [3.301, -0.979, 2.480]], "nbo_charge": [0.253, 0.512, 0.236, 0.025, 0.503, 0.246, -0.299, -0.496, -0.117, 0.528, -0.661, -0.685, 0.738, -0.660, 0.245, -0.295, 0.429, 0.450, -0.571, 0.499, 0.120], "e_above_lowest_kj_mol": 0.0, "total_charge": 1, "orbital_gap_ev": 8.2, "smiles": "Cc1cc2c(s1)C(O)(O)[NH+]=C(Cl)N2", "e_lumo_ev": -3.961}

=====

{"formula": "C7H8ClN3O6", "method": "wB97M-V/def2-TZVPD", "symbols": ["O", "C", "H", "O", "C", "H", "C", "H", "H", "C", "O", "C", "Cl", "N", "H", "O", "N", "O", "H", "C", "H", "C", "N", "H", "O"], "xyz": [[-1.312, 1.981, 0.929], [-2.823, -1.142, 0.395], [1.173, 2.640, 1.212], [0.393, 0.149, -0.348], [1.252, 0.604, 0.495], [0.088, -1.660, 0.805], [-1.789, -2.445, -1.275], [1.576, 2.446, -0.538], [0.095, -2.039, -1.624], [-0.404, -0.931, 0.143], [-3.847, -1.127, 0.993], [-1.673, -0.300, 0.872], [3.525, 2.088, 0.470], [-2.883, -2.122, -0.549], [-2.372, 0.262, 2.912], [-2.380, 1.226, -0.773], [-1.791, 1.034, 0.321], [1.646, 0.110, 1.543], [-3.826, -2.537, -0.763], [1.702, 2.017, 0.438], [-1.374, -1.172, 2.865], [-1.503, -0.193, 2.411], [-0.678, -1.680, -1.076], [-0.648, 0.382, 2.779], [-1.771, -3.216, -2.227]], "nbo_charge": [-0.352, 0.673, 0.267, -0.474, 0.762, 0.230, 0.773, 0.226, 0.435, 0.252, -0.537, -0.057, -0.048, -0.627, 0.255, -0.350, 0.516, -0.584, 0.463, -0.447, 0.235, -0.619, -0.643, 0.266, -0.615], "e_above_lowest_kj_mol": 116.3, "orbital_gap_ev": 9.6, "smiles": "C[C@]1([N+](=O)[O-])C(=O)NC(=O)N[C@H]1OC(=O)CCl", "e_lumo_ev": -0.991}

=====

{"formula": "C7H8ClN5O", "method": "wB97M-V/def2-TZVPD", "symbols": ["H", "C", "C", "H", "H", "H", "H", "C", "N", "O", "N", "H", "H", "Cl", "C", "C", "N", "N", "N", "C", "H", "C"], "xyz": [[4.218, 1.615, -0.097], [-1.366, -0.224, 1.248], [-3.411, 0.623, -1.353], [-4.136, 0.417, -2.182], [-0.705, 0.208, 2.031], [1.033, -2.287, 0.357], [2.636, -2.751, -0.274], [2.005, 1.347, 0.333], [2.309, -0.794, -0.104], [-1.562, -1.471, 1.517], [3.448, -0.273, -0.317], [-2.093, -1.755, 0.778], [-1.658, 2.465, 0.195], [1.384, 2.829, 0.880], [1.392, 0.094, 0.275], [3.315, 1.048, -0.103], [-2.909, -0.301, -0.522], [-2.092, 1.607, -0.140], [-2.982, 1.800, -1.071], [1.852, -2.123, -0.375], [1.420, -2.445, -1.361], [-2.096, 0.370, 0.285]], "nbo_charge": [0.215, 0.201, 0.146, 0.213, 0.227, 0.218, 0.212, -0.295, -0.216, -0.602, -0.251, 0.502, 0.429, 0.020, 0.155, -0.085, -0.509, -0.294, -0.263, -0.398, 0.206, 0.170], "e_above_lowest_kj_mol": 343.8, "orbital_gap_ev": [8.4, 6.0], "e_lumo_ev": [-0.697, -1.612]}

=====

{"formula": "C7H8F2", "method": "wB97M-V/def2-TZVPD", "symbols": ["H", "H", "H", "C", "C", "H", "H", "F", "H", "F", "C", "C", "H", "H", "C", "C", "C"], "xyz": [[0.869, 0.343, 2.054], [-0.175, -3.178, -0.740], [-2.386, -1.083, -1.994], [-0.967, -2.485, -1.115], [1.050, 1.453, -1.306], [1.727, -0.733, -1.124], [-1.373, 1.876, 0.516], [0.467, 2.141, -2.287], [-1.484, 0.066, 0.682], [2.243, 2.129, -0.981], [0.535, 1.116, 1.286], [0.386, 0.824, -0.192], [0.877, 2.131, 1.362], [0.065, -0.343, -1.869], [0.894, -0.024, -1.259], [-0.828, 0.933, 0.623], [-1.829, -1.681, -1.337]], "nbo_charge": [0.224, 0.251, 0.237, -0.220, 0.694, 0.228, 0.215, -0.317, 0.235, -0.349, -0.384, -0.168, 0.230, 0.245, -0.457, -0.400, -0.263], "e_above_lowest_kj_mol": 304.5, "orbital_gap_ev": 11.1, "smiles": "FC1(F)CC12CC2.C#C", "e_lumo_ev": 0.982}

=====

{"formula": "C7H8F3NO2", "method": "wB97M-V/def2-TZVPD", "symbols": ["F", "H", "H", "C", "H", "H", "C", "C", "C", "F", "H", "N", "F", "H", "H", "H", "O", "C", "C", "O", "C"], "xyz": [[4.353, -0.672, 0.696], [1.824, -0.238, 1.766], [1.133, -2.015, -0.180], [-0.494, 0.027, -0.159], [-0.079, 2.005, 1.288], [0.905, 2.789, 0.251], [-2.492, -0.928, -0.546], [1.879, -0.384, 0.656], [-1.274, -0.435, -1.150], [3.318, -0.774, -1.279], [-2.700, -0.922, 1.784], [0.831, 1.903, 0.790], [3.561, 1.114, -0.259], [-0.983, -0.570, -2.149], [-3.266, -1.512, -1.017], [1.321, 0.788, -1.078], [-1.141, -0.129, 1.008], [-2.299, -0.667, 0.783], [3.363, -0.205, -0.046], [1.599, -1.716, 0.554], [0.835, 0.667, -0.077]], "nbo_charge": [-0.305, 0.212, 0.481, 0.223, 0.371, 0.372, -0.329, 0.046, -0.286, -0.337, 0.212, -0.837, -0.338, 0.226, 0.237, 0.232, -0.406, 0.106, 0.951, -0.711, -0.118], "e_above_lowest_kj_mol": 0.0, "orbital_gap_ev": 9.9, "smiles": "N[C@H](c1ccco1)[C@@H](O)C(F)(F)F", "e_lumo_ev": 0.805}

=====

{"formula": "C7H8F3O3", "method": "wB97M-V/def2-TZVPD", "symbols": ["H", "H", "H", "O", "H", "H", "F", "C", "H", "C", "O", "H", "C", "C", "C", "O", "F", "H", "C", "F", "C"], "xyz": [[-2.697, 0.465, -1.386], [0.239, -2.682, 1.515], [0.156, 1.470, 1.425], [1.337, -0.526, 2.105], [0.274, 2.271, -1.315], [-1.439, 2.474, -1.703], [2.366, 0.410, -0.373], [-0.981, 0.957, -0.223], [-2.106, -0.835, -0.323], [-0.409, 0.677, 0.945], [-0.863, -1.516, 1.965], [-0.774, 3.124, -0.185], [1.228, -1.249, 0.922], [-1.810, -0.028, -0.986], [-0.735, 2.291, -0.889], [1.151, -2.625, 1.048], [1.263, -1.104, -1.430], [-1.248, -0.449, -1.818], [-0.058, -0.656, 1.488], [3.119, -1.595, -0.482], [1.985, -0.875, -0.300]], "nbo_charge": [0.190, 0.500, 0.196, -0.575, 0.216, 0.192, -0.330, 0.014, 0.245, -0.232, -0.812, 0.210, 0.265, -0.656, -0.638, -0.742, -0.344, 0.213, 0.478, -0.340, 0.951], "e_above_lowest_kj_mol": 19.4, "total_charge": -1, "orbital_gap_ev": 7.6, "smiles": "CC(C)=C[C@]1([O-])O[C@]1(O)C(F)(F)F", "e_lumo_ev": 3.623}

=====

{"formula": "C7H8F4N2", "method": "wB97M-V/def2-TZVPD", "symbols": ["C", "C", "F", "H", "N", "F", "F", "N", "C", "H", "H", "C", "F", "H", "C", "H", "C", "H", "H", "C", "H"], "xyz": [[0.867, -1.235, 0.136], [-1.698, -0.608, -1.324], [1.880, 0.469, 2.425], [-1.787, -1.086, -2.297], [-0.517, 0.031, -1.389], [0.974, 1.037, 0.115], [0.344, -2.424, -0.482], [-1.835, 1.396, 1.389], [2.277, -0.812, 2.234], [0.516, 1.704, -1.984], [-1.213, 2.006, -1.844], [1.843, -1.543, 1.194], [-0.590, 1.907, 3.382], [2.946, -1.225, 2.977], [0.379, -0.105, -0.430], [-1.908, -1.238, -0.532], [-1.253, 1.641, 2.341], [-0.563, 1.177, -3.259], [-2.385, 0.180, -1.370], [-0.501, 1.305, -2.171], [2.225, -2.577, 0.889]], "nbo_charge": [0.183, -0.380, -0.334, 0.183, -0.430, -0.345, -0.372, -0.442, 0.217, 0.223, 0.200, -0.342, -0.227, 0.177, 0.555, 0.227, 0.670, 0.203, 0.187, -0.408, 0.254], "e_above_lowest_kj_mol": 276.0, "orbital_gap_ev": 8.2, "smiles": "CN(C)/C(F)=C(F)/C=C\\F.N#CF", "e_lumo_ev": 0.591}

=====

{"formula": "C7H8F9IN3", "method": "wB97M-V/def2-TZVPD", "symbols": ["N", "C", "C", "H", "H", "F", "F", "I", "N", "H", "F", "F", "C", "H", "C", "C", "C", "H", "H", "F", "F", "H", "F", "F", "H", "C", "N", "F"], "xyz": [[-0.444, 2.411, -0.682], [1.806, -1.284, -0.433], [-1.267, -0.570, -0.128], [-0.643, -0.150, -0.904], [-1.937, -1.249, -0.643], [0.159, -2.975, -0.828], [1.649, -0.010, 0.005], [-2.681, 3.010, 1.930], [-1.375, 1.502, 1.319], [0.632, 2.468, 2.258], [0.011, -0.757, 1.883], [2.130, -2.450, -2.482], [-0.373, 2.140, 0.594], [-2.814, 0.923, -0.143], [-0.466, -1.439, 0.827], [0.681, -2.210, 0.140], [1.882, -1.238, -1.980], [-2.771, -0.037, 1.301], [0.274, 2.982, -1.097], [1.230, -3.011, 1.065], [2.997, -1.721, -0.011], [1.595, 2.122, 0.922], [0.738, -0.743, -2.486], [-1.306, -2.385, 1.322], [-1.189, 2.076, -1.266], [-2.139, 0.452, 0.572], [0.736, 2.543, 1.255], [2.886, -0.398, -2.308]], "nbo_charge": [-0.711, 0.551, -0.515, 0.231, 0.280, -0.294, -0.336, 0.424, -0.602, 0.426, -0.314, -0.277, 0.712, 0.201, 0.647, 0.580, 0.928, 0.255, 0.441, -0.278, -0.271, 0.436, -0.317, -0.312, 0.431, -0.244, -0.775, -0.297], "total_charge": 1, "orbital_gap_ev": 8.5, "e_lumo_ev": -5.141}

=====

{"formula": "C7H8FN3", "method": "wB97M-V/def2-TZVPD", "symbols": ["H", "C", "C", "C", "C", "F", "H", "H", "H", "H", "H", "H", "C", "C", "H", "N", "C", "N", "N"], "xyz": [[0.525, -1.670, -0.223], [0.077, -1.375, 0.626], [-0.585, -1.005, -4.686], [0.023, 0.701, -1.739], [-1.153, -0.523, 0.132], [-1.891, -2.180, -2.164], [-1.311, 0.351, 0.886], [1.283, 2.306, -1.113], [0.737, 1.149, 0.052], [-2.065, -1.284, 0.344], [-0.207, -2.273, 1.194], [0.695, -0.831, 1.225], [-0.450, -0.598, -3.362], [-1.172, -1.110, -2.341], [-0.373, 2.253, -0.476], [-0.905, -1.269, -5.732], [0.512, 1.694, -0.789], [-0.933, -0.149, -1.187], [0.248, 0.550, -2.968]], "nbo_charge": [0.205, -0.611, 0.261, 0.419, -0.238, -0.269, 0.221, 0.244, 0.217, 0.239, 0.214, 0.204, -0.136, 0.568, 0.228, -0.285, -0.647, -0.418, -0.416], "e_above_lowest_kj_mol": 221.3, "orbital_gap_ev": 10.0, "smiles": "CCn1c(C)nc(C#N)c1F", "e_lumo_ev": 0.603}

=====

{"formula": "C7H8I3NO", "method": "wB97M-V/def2-TZVPD", "symbols": ["H", "H", "C", "C", "H", "I", "H", "C", "C", "C", "O", "I", "C", "H", "H", "H", "H", "C", "I", "N"], "xyz": [[-2.033, 1.689, -1.512], [0.358, -2.157, 2.475], [-1.547, 1.133, 0.598], [0.436, -0.257, 1.393], [0.177, -2.373, 0.966], [-3.882, -0.057, -0.972], [0.898, 0.435, 2.045], [0.737, -1.683, 1.566], [1.744, 0.202, -0.678], [0.535, 0.688, -1.432], [-1.887, 1.845, 1.490], [3.134, 1.780, -0.122], [-0.688, -0.057, -0.848], [-0.952, -1.056, -1.406], [1.903, -1.727, 1.561], [0.681, 0.415, -2.567], [0.283, 1.793, -1.137], [-1.932, 0.930, -0.868], [2.706, -1.620, -1.163], [-0.673, 0.080, 0.613]], "nbo_charge": [0.226, 0.247, 0.663, 0.160, 0.240, 0.093, 0.226, -0.705, -0.480, -0.593, -0.539, 0.149, -0.043, 0.235, 0.246, 0.266, 0.242, -0.361, 0.206, -0.477], "e_above_lowest_kj_mol": 240.4, "orbital_gap_ev": [7.3, 7.3], "e_lumo_ev": [-0.659, -0.687]}

=====

Number 1: E_tot -37813.3593 eV, largest force on an atom 0.1222 Eh/bohr. Number 2: E_tot -36663.0645 eV, largest force on an atom 0.1134 Eh/bohr. Number 3: E_tot -29403.5085 eV, largest force on an atom 0.1119 Eh/bohr. Number 4: E_tot -12818.4986 eV, largest force on an atom 0.0444 Eh/bohr. Number 5: E_tot -21124.9013 eV, largest force on an atom 0.0674 Eh/bohr. Number 6: E_tot -21683.9969 eV, largest force on an atom 0.0369 Eh/bohr. Number 7: E_tot -21234.3243 eV, largest force on an atom 0.0998 Eh/bohr. Number 8: E_tot -44410.5593 eV, largest force on an atom 0.0190 Eh/bohr. Number 9: E_tot -14574.3457 eV, largest force on an atom 0.1159 Eh/bohr. Number 10: E_tot -35224.1509 eV, largest force on an atom 0.0947 Eh/bohr.